Density functional theory data (the ωB97M-V functional and the def2-TZVPD basis) for a 2-piece molecular cluster, C6H8FN overall at a distorted geometry.

The geometry in XYZ format:
```
16
Properties=species:S:1:pos:R:3:mulliken_charge:R:1
C -0.4011 2.2852 0.5059 -0.9016
C 0.2702 1.1531 0.2835 0.4592
N 0.5086 0.0866 -0.2681 -0.1252
C 1.8015 -0.3967 -0.3822 -0.0890
C 2.6248 -0.2329 0.7342 -0.6762
H -0.3586 2.8594 1.4306 0.2657
H -0.6399 2.7359 -0.4847 0.2406
H 2.0084 -1.1961 -1.0589 0.3551
H 2.3849 0.5964 1.3888 0.2136
H 3.6915 -0.6159 0.8541 0.2431
C -2.0569 -1.8205 -0.7799 -0.7465
C -1.9203 -0.6035 -0.3557 0.1325
F -2.0566 -0.3410 0.9639 -0.2662
H -1.8610 -2.0694 -1.7696 0.2855
H -2.0557 -2.7371 -0.1362 0.2374
H -1.9399 0.2966 -0.9255 0.3720
```

## Properties
Total charge: 0
E_LUMO (eV): 0.44
Relative energy (zero: lowest compared OMol25 entry of this formula, charge and spin) (eV): 4.319
DFT total energy (a.u.): -387.87952
Largest force on an atom (eV/Å): 4.75
Highest occupied orbital energy (eV): -8.58

***

Density functional theory data (the ωB97M-V functional and the def2-TZVPD basis) for C6H8FN as an isolated structure at a distorted geometry.

The geometry in XYZ format:
```
16
Properties=species:S:1:pos:R:3:mulliken_charge:R:1
C -0.5196 0.7482 -0.1987 0.0775
C 0.9769 0.3753 0.0003 -0.6042
C 1.1605 -0.5703 -1.1905 -0.6352
C 0.0604 -1.3280 -1.1443 -0.5721
C -0.6889 -0.7945 0.0639 -0.5847
C 0.4577 -0.6099 1.0757 0.1810
H -0.7823 2.5427 0.7488 0.2248
H -2.1023 1.6593 0.7838 0.2316
H -0.7710 1.0534 -1.2401 0.3264
H 1.7588 1.1362 0.1867 0.4755
H 1.9986 -0.5972 -1.8462 0.4727
H -0.2532 -2.1575 -1.7932 0.4066
H -1.6610 -1.2282 0.3478 0.4755
H 0.2052 -0.1223 1.9805 0.4715
N -1.0781 1.5951 0.8509 -0.5960
F 1.2382 -1.7025 1.3746 -0.3510
```

## Properties
Total charge: 0
E_LUMO (eV): 1.01
Relative energy (zero: lowest compared OMol25 entry of this formula, charge and spin) (eV): 1.861
DFT total energy (a.u.): -387.96985
Largest force on an atom (eV/Å): 1.01
Highest occupied orbital energy (eV): -9.07

***

Density functional theory data (the ωB97M-V functional and the def2-TZVPD basis) for a single C6H8FN3O3 molecule at a distorted geometry.

The geometry in XYZ format:
```
21
Properties=species:S:1:pos:R:3:mulliken_charge:R:1
O 0.1105 2.3881 -1.3993 -0.5265
N 1.2364 1.6874 -1.3709 0.8894
O 2.4392 2.0998 -1.6812 -0.4895
C 1.1772 0.1892 -1.1318 0.2263
N 2.3186 -0.5441 -0.9581 -0.5536
C 1.7363 -1.7774 -0.8835 -0.3558
C 0.3814 -1.7656 -0.7396 -0.4532
N 0.0791 -0.4272 -0.7929 0.3094
C -1.2269 -0.0407 -0.4599 -0.8033
C -1.4204 -0.0095 1.0379 0.2170
O -1.0611 -1.3994 1.2804 -0.5313
C -0.4218 1.1024 1.5538 -0.4849
F -0.7995 2.3452 0.6750 -0.3182
H 2.4700 -2.6259 -1.0029 0.4027
H -0.0299 -2.6170 -0.2940 0.4548
H -1.9029 -0.8528 -0.8606 0.3283
H -1.3115 1.1376 -0.7576 0.4318
H -2.4853 0.4110 1.1785 0.3447
H -1.3769 -1.7611 2.2435 0.3091
H -0.6050 1.5696 2.6600 0.3080
H 0.6926 0.8903 1.7032 0.2949
```

## Properties
Total charge: 0
E_LUMO (eV): -0.93
Relative energy (zero: lowest compared OMol25 entry of this formula, charge and spin) (eV): 4.196
DFT total energy (a.u.): -723.00949
Largest force on an atom (eV/Å): 6.48
Highest occupied orbital energy (eV): -9.37

***

Density functional theory data (the ωB97M-V functional and the def2-TZVPD basis) for a single C6H8FN3S molecule at a distorted geometry.

The geometry in XYZ format:
```
19
Properties=species:S:1:pos:R:3:mulliken_charge:R:1
C 3.1949 1.5645 -0.0416 -0.9432
C 2.4614 0.3112 -0.0120 0.5173
N 1.1534 0.3238 0.0161 -0.4025
C 0.6565 -0.8951 0.1009 0.1866
C -0.7422 -1.0678 0.0378 -0.2474
C -1.5305 -0.0076 -0.1207 -0.4419
N -3.0840 -0.2918 -0.3809 0.1145
N -3.8142 0.7857 -0.0754 -0.3536
F -3.3350 -1.6664 0.3728 -0.3775
C 1.5922 -1.8956 0.0134 -0.4088
S 3.2129 -1.3207 -0.0091 -0.1656
H 3.8683 1.8388 0.8026 0.2965
H 3.5968 1.8112 -0.9486 0.2988
H 2.3486 2.3077 0.1497 0.2808
H -1.2906 -2.0017 0.0364 0.4111
H -1.2689 1.1028 -0.1167 0.3830
H -4.7060 0.8928 -0.5062 0.2275
H -3.7455 1.1536 0.8180 0.2122
H 1.4319 -2.9453 -0.1364 0.4122
```

## Properties
Total charge: 0
E_LUMO (eV): 0.57
Relative energy (zero: lowest compared OMol25 entry of this formula, charge and spin) (eV): 0.876
DFT total energy (a.u.): -895.59953
Largest force on an atom (eV/Å): 4.52
Highest occupied orbital energy (eV): -8.18

***

Density functional theory data (the ωB97M-V functional and the def2-TZVPD basis) for a 2-piece molecular cluster, C6H8FNO overall at a distorted geometry.

The geometry in XYZ format:
```
17
Properties=species:S:1:pos:R:3:mulliken_charge:R:1
C 1.1137 -1.7347 -0.1245 -0.2769
C 1.4482 -0.4590 -0.1928 -0.7900
C -1.0174 -1.0120 0.8825 -0.5042
C -0.3399 -2.1304 0.0742 -0.6059
C 0.3035 0.4816 -0.0811 1.4499
C -0.3795 2.8011 -0.1278 -0.6466
N -0.7881 0.1882 0.6359 -0.2963
O 0.6190 1.7189 -0.0116 -0.3706
F -0.3976 0.1926 -1.7594 -0.5556
H 1.8462 -2.4899 -0.3261 0.3776
H 2.4473 -0.0551 -0.3689 0.4011
H -1.6477 -1.2951 1.7704 0.3986
H -0.8849 -2.3621 -0.9045 0.2455
H -0.5106 -2.9296 0.6998 0.3826
H -0.7578 2.9072 -1.0903 0.2948
H 0.2372 3.6816 0.3661 0.2148
H -1.2915 2.4968 0.5581 0.2813
```

## Properties
Total charge: 0
E_LUMO (spin up / spin down) (eV): 0.98 / -3.30
<S²>: 2.010
Relative energy (zero: lowest compared OMol25 entry of this formula, charge and spin) (eV): 0.023
Spin multiplicity: 3
DFT total energy (a.u.): -463.04306
Largest force on an atom (eV/Å): 6.93
Highest occupied orbital energy (spin up / spin down) (eV): -6.26 / -9.92

***

Density functional theory data (the ωB97M-V functional and the def2-TZVPD basis) for C6H8FeLiO6 as an isolated structure at a distorted geometry.

The geometry in XYZ format:
```
22
Properties=species:S:1:pos:R:3:mulliken_charge:R:1
O -0.4727 1.4835 0.4807 -0.4602
C 0.6848 1.1509 -0.4041 1.2386
C -0.0376 2.3518 1.5377 -0.2656
O 0.4451 1.2467 -1.6223 -0.9063
O 1.7090 1.9009 0.0860 -0.4124
C 1.4814 2.2814 1.4414 -0.4783
H -0.4016 1.9984 2.5088 0.2556
H -0.4290 3.3544 1.3292 0.2833
H 1.8897 1.5131 2.1119 0.2764
H 1.9696 3.2447 1.6157 0.3222
Fe -1.5910 -0.1990 0.7429 1.0282
O 0.1877 -0.9752 1.2409 -0.7081
O 0.9549 -1.6586 -0.7364 -0.3076
C -0.0515 -2.6967 -0.7635 -0.4284
C -1.3041 -2.1493 -1.4647 -0.3019
O -1.6756 -0.8715 -1.0263 -0.8955
C 0.8553 -0.7457 0.2104 0.5829
H 0.3811 -3.5155 -1.3473 0.3587
H -0.2838 -3.0338 0.2539 0.2880
H -2.1209 -2.8797 -1.3448 0.3219
H -1.1049 -2.1830 -2.5517 0.3018
Li -1.0861 0.3822 -2.2986 0.9066
```

## Properties
Total charge: +1
E_LUMO (spin up / spin down) (eV): -4.81 / -5.00
<S²>: 6.009
Relative energy (zero: lowest compared OMol25 entry of this formula, charge and spin) (eV): 0.000
Spin multiplicity: 5
DFT total energy (a.u.): -1955.86582
Largest force on an atom (eV/Å): 2.37
Highest occupied orbital energy (spin up / spin down) (eV): -12.83 / -12.83